w | Computed, not measured: a 8-piece molecular cluster, C28H42F6O21P overall, with the ωB97M-V functional and the def2-TZVPD basis.

Computed properties:
Kohn-Sham gap: 0.3954 Eh
total charge: -1

Geometry (Å):
P1 -5.201 9.937 -1.022
F1 -6.149 11.062 -0.304
F2 -6.481 9.199 -1.657
F3 -5.195 10.971 -2.303
F4 -4.260 8.864 -1.847
F5 -3.966 10.723 -0.342
F6 -5.203 9.019 0.359
C1 -5.291 3.077 -5.506
C2 -5.250 2.444 -6.929
C3 -3.936 1.707 -7.133
O1 -4.330 0.436 -7.677
C4 -5.679 0.395 -7.708
O2 -6.443 -0.527 -8.116
O3 -6.257 1.473 -7.093
H1 -6.293 3.500 -5.427
H2 -4.496 3.813 -5.384
H3 -5.280 2.299 -4.742
H4 -5.317 3.134 -7.771
H5 -3.448 1.512 -6.178
H6 -3.269 2.267 -7.788
C5 -4.410 3.655 2.227
C6 -5.929 3.486 2.316
C7 -6.694 3.372 1.033
O4 -7.292 2.046 1.058
C8 -7.051 1.425 2.216
O5 -7.470 0.320 2.524
O6 -6.260 2.206 2.934
H7 -3.957 2.822 1.689
H8 -3.974 3.634 3.226
H9 -4.121 4.600 1.766
H10 -6.423 4.237 2.932
H11 -5.948 3.436 0.241
H12 -7.413 4.189 0.970
C9 -11.612 7.460 -3.576
C10 -11.729 8.972 -3.451
C11 -11.076 9.689 -4.624
O7 -11.951 10.722 -4.898
C12 -13.158 10.444 -4.444
O8 -14.191 11.097 -4.632
O9 -13.104 9.408 -3.656
H13 -12.270 7.000 -2.839
H14 -10.618 7.052 -3.389
H15 -11.865 7.018 -4.539
H16 -11.302 9.435 -2.560
H17 -10.837 9.063 -5.484
H18 -10.114 10.077 -4.289
C13 -3.818 15.982 3.551
C14 -3.091 17.213 3.042
C15 -3.481 17.539 1.627
O10 -3.528 18.925 1.625
C16 -3.844 19.335 2.894
O11 -4.215 20.487 3.184
O12 -3.714 18.307 3.751
H19 -3.380 15.091 3.099
H20 -4.886 15.863 3.368
H21 -3.598 15.965 4.618
H22 -2.019 17.284 3.226
H23 -4.448 17.201 1.253
H24 -2.706 17.088 1.008
C17 -9.018 9.521 4.437
C18 -8.038 9.602 5.652
C19 -6.903 10.671 5.444
O13 -6.996 11.356 6.646
C20 -8.164 11.121 7.302
O14 -8.531 11.707 8.316
O15 -8.837 10.198 6.688
H25 -9.197 10.535 4.081
H26 -9.933 8.992 4.702
H27 -8.525 8.956 3.645
H28 -7.543 8.685 5.972
H29 -7.066 11.268 4.547
H30 -5.934 10.180 5.350
C21 1.407 11.767 0.162
C22 1.403 10.683 -0.875
C23 1.402 11.181 -2.325
O16 2.391 10.412 -2.993
C24 3.116 9.724 -2.104
O17 3.947 8.925 -2.428
O18 2.617 9.932 -0.795
H31 2.327 12.340 0.275
H32 1.135 11.304 1.110
H33 0.624 12.495 -0.050
H34 0.482 10.114 -0.746
H35 1.619 12.249 -2.332
H36 0.388 11.006 -2.684
C25 -6.168 16.427 -4.690
C26 -6.932 16.619 -6.030
C27 -7.199 15.293 -6.706
O19 -8.564 15.488 -7.095
C28 -9.061 16.630 -6.645
O20 -10.187 17.040 -6.846
O21 -8.196 17.212 -5.863
H37 -6.636 15.647 -4.089
H38 -6.074 17.366 -4.143
H39 -5.137 16.090 -4.794
H40 -6.297 17.255 -6.646
H41 -7.106 14.434 -6.042
H42 -6.628 15.146 -7.623

---

x | Computed, not measured: a 8-piece molecular cluster, C28H42F6O21P overall, with the ωB97M-V functional and the def2-TZVPD basis.

Computed properties:
Kohn-Sham gap: 0.3898 Eh
total charge: -1

Geometry (Å):
P1 -0.116 -0.395 -0.290
F1 -0.123 1.234 -0.249
F2 -1.642 -0.423 -0.736
F3 0.463 -0.494 -1.829
F4 -0.075 -2.050 -0.336
F5 1.396 -0.452 0.242
F6 -0.654 -0.542 1.262
C1 3.402 3.381 -3.384
C2 2.864 2.444 -2.256
C3 3.524 1.058 -2.168
O1 4.290 1.078 -0.994
C4 4.211 2.261 -0.366
O2 4.870 2.668 0.590
O3 3.253 2.957 -0.995
H1 3.260 4.440 -3.171
H2 2.863 3.199 -4.314
H3 4.481 3.264 -3.490
H4 1.803 2.209 -2.330
H5 4.147 0.845 -3.037
H6 2.811 0.233 -2.172
C5 -0.354 4.436 0.672
C6 -0.163 4.369 -0.815
C7 -1.331 4.557 -1.694
O4 -0.956 5.541 -2.548
C8 0.166 6.125 -2.240
O5 0.688 7.010 -2.912
O6 0.659 5.429 -1.144
H7 0.603 4.567 1.177
H8 -0.932 3.599 1.065
H9 -0.943 5.306 0.963
H10 0.337 3.444 -1.105
H11 -2.126 4.837 -1.002
H12 -1.636 3.617 -2.153
C9 1.499 2.032 2.498
C10 2.218 1.799 3.841
C11 3.686 1.842 3.737
O7 4.106 2.971 4.416
C12 3.013 3.534 4.937
O8 3.072 4.499 5.694
O9 1.907 2.892 4.617
H13 0.414 2.139 2.521
H14 1.704 1.170 1.864
H15 1.846 2.962 2.047
H16 1.791 0.901 4.290
H17 4.020 1.905 2.702
H18 4.155 0.939 4.129
C13 -2.490 -4.311 0.395
C14 -1.396 -4.251 1.465
C15 -1.746 -3.206 2.532
O10 -1.684 -3.939 3.766
C16 -1.441 -5.210 3.476
O11 -1.246 -6.102 4.277
O12 -1.342 -5.392 2.164
H19 -2.490 -5.084 -0.373
H20 -2.693 -3.436 -0.222
H21 -3.435 -4.514 0.898
H22 -0.403 -3.996 1.095
H23 -2.765 -2.818 2.526
H24 -1.033 -2.383 2.521
C17 2.565 -3.754 0.993
C18 2.364 -4.238 -0.411
C19 2.819 -3.237 -1.489
O13 3.403 -4.122 -2.364
C20 3.784 -5.236 -1.828
O14 4.224 -6.199 -2.412
O15 3.318 -5.287 -0.611
H25 3.552 -3.370 1.253
H26 2.438 -4.607 1.660
H27 1.881 -2.951 1.269
H28 1.327 -4.529 -0.581
H29 3.520 -2.511 -1.077
H30 1.931 -2.729 -1.864
C21 -2.641 -0.551 -3.951
C22 -1.984 -1.902 -4.272
C23 -1.673 -2.812 -3.082
O16 -2.032 -4.029 -3.671
C24 -3.026 -3.873 -4.453
O17 -3.640 -4.768 -5.004
O18 -3.053 -2.640 -4.802
H31 -3.092 0.025 -4.759
H32 -1.838 0.145 -3.708
H33 -3.364 -0.518 -3.137
H34 -1.182 -1.786 -5.000
H35 -2.222 -2.535 -2.181
H36 -0.617 -2.824 -2.812
C25 -5.083 -0.006 1.545
C26 -4.395 0.871 2.541
C27 -3.063 1.430 2.029
O19 -3.119 2.775 2.397
C28 -4.394 3.084 2.849
O20 -4.737 4.234 3.184
O21 -5.158 2.000 2.852
H37 -6.047 -0.226 2.003
H38 -4.622 -0.994 1.533
H39 -5.228 0.371 0.533
H40 -4.060 0.380 3.455
H41 -2.974 1.346 0.946
H42 -2.190 0.877 2.375

---

Which one sits at the bottom of the stability order? w does.

---

w | Computed, not measured: C34H31N6O5SSeW as an isolated structure, with the ωB97M-V functional and the def2-TZVPD basis.

Computed properties:
Kohn-Sham gap (alpha / beta): 0.1895 / 0.1895 Eh
total charge: +1

Geometry (Å):
W1 0.237 -0.675 -0.451
C1 0.471 3.440 1.097
C2 0.022 2.060 0.775
N1 0.484 1.363 -0.220
N2 1.359 1.932 -1.106
C3 1.409 1.173 -2.175
O1 0.634 0.124 -2.263
C4 2.396 1.452 -3.229
C5 2.634 0.467 -4.184
C6 3.622 0.663 -5.137
C7 4.366 1.834 -5.133
C8 4.116 2.821 -4.186
C9 3.130 2.634 -3.232
C10 -1.057 1.371 1.465
C11 -1.828 1.962 2.456
C12 -2.942 1.294 2.928
C13 -3.248 0.049 2.398
C14 -2.425 -0.485 1.426
N3 -1.341 0.148 0.971
H1 1.420 3.636 0.608
H2 -0.249 4.183 0.746
H3 0.583 3.559 2.176
H4 2.069 -0.456 -4.156
H5 3.816 -0.104 -5.875
H6 5.149 1.978 -5.866
H7 4.694 3.736 -4.191
H8 2.923 3.394 -2.491
H9 -1.567 2.947 2.818
H10 -3.576 1.744 3.681
H11 -4.116 -0.506 2.723
H12 -2.654 -1.446 0.995
O2 1.725 -1.831 3.393
C15 1.071 -1.673 2.266
O3 1.057 -0.611 1.626
C16 0.278 -2.783 1.749
C17 -0.012 -3.989 2.354
C18 -0.962 -4.811 1.761
C19 -1.634 -4.365 0.620
C20 -1.246 -3.180 0.043
N4 -0.249 -2.441 0.560
C21 -1.900 -2.514 -1.143
O4 -2.752 -3.065 -1.804
O5 -1.524 -1.262 -1.300
H13 2.247 -1.034 3.576
H14 0.490 -4.259 3.274
H15 -1.213 -5.764 2.204
H16 -2.458 -4.915 0.186
C22 5.907 -4.966 2.959
C23 5.006 -4.062 2.163
C24 4.040 -4.570 1.315
C25 3.224 -3.757 0.525
C26 2.249 -4.457 -0.369
C27 3.403 -2.366 0.593
Se1 2.689 -1.086 -0.648
C28 4.340 -1.822 1.505
C29 4.553 -0.340 1.703
C30 5.120 -2.683 2.262
H17 5.723 -6.013 2.725
H18 5.758 -4.825 4.031
H19 6.955 -4.750 2.746
H20 3.919 -5.646 1.238
H21 1.867 -5.354 0.120
H22 2.723 -4.757 -1.305
H23 1.417 -3.825 -0.635
H24 3.706 0.251 1.361
H25 5.427 0.005 1.146
H26 4.733 -0.127 2.759
H27 5.848 -2.257 2.947
S1 0.581 -3.014 -2.724
C31 -0.141 -2.653 -4.203
N5 -1.502 -2.530 -4.308
C32 -2.140 -2.358 -5.480
C33 -1.417 -2.262 -6.625
C34 -0.020 -2.307 -6.473
N6 0.599 -2.483 -5.329
H28 -2.048 -2.619 -3.449
H29 -3.218 -2.295 -5.435
H30 -1.890 -2.142 -7.586
H31 0.620 -2.178 -7.340

---

x | Computed, not measured: C34H31N6O5SSeW as an isolated structure, with the ωB97M-V functional and the def2-TZVPD basis.

Computed properties:
Kohn-Sham gap (alpha / beta): 0.2305 / 0.2304 Eh
total charge: +1

Geometry (Å):
W1 -0.199 0.222 -0.613
C1 3.138 1.817 1.914
C2 2.265 1.326 0.813
N1 1.129 0.765 0.998
N2 0.675 0.546 2.276
C3 -0.355 -0.260 2.228
O1 -0.840 -0.729 1.134
C4 -1.008 -0.643 3.500
C5 -0.453 -0.283 4.725
C6 -1.117 -0.589 5.902
C7 -2.336 -1.254 5.862
C8 -2.889 -1.619 4.642
C9 -2.226 -1.315 3.462
C10 2.701 1.348 -0.591
C11 3.994 1.683 -0.946
C12 4.409 1.483 -2.254
C13 3.516 0.939 -3.153
C14 2.226 0.660 -2.732
N3 1.809 0.885 -1.488
H1 2.571 1.879 2.837
H2 3.552 2.795 1.664
H3 3.971 1.127 2.069
H4 0.499 0.231 4.742
H5 -0.681 -0.315 6.854
H6 -2.851 -1.495 6.783
H7 -3.834 -2.145 4.611
H8 -2.643 -1.591 2.503
H9 4.676 2.061 -0.199
H10 5.420 1.726 -2.552
H11 3.795 0.732 -4.176
H12 1.487 0.277 -3.419
O2 -4.394 -0.931 -1.021
C15 -3.088 -0.769 -1.017
O3 -2.532 0.175 -0.483
C16 -2.305 -1.831 -1.662
C17 -2.808 -2.973 -2.248
C18 -1.905 -3.931 -2.693
C19 -0.553 -3.740 -2.470
C20 -0.138 -2.575 -1.846
N4 -0.994 -1.617 -1.510
C21 1.260 -2.290 -1.367
O4 2.205 -2.947 -1.728
O5 1.256 -1.314 -0.506
H13 -4.808 -0.185 -0.559
H14 -3.876 -3.106 -2.344
H15 -2.262 -4.831 -3.175
H16 0.195 -4.472 -2.742
C22 -3.153 6.733 -3.856
C23 -2.628 5.344 -3.615
C24 -1.269 5.077 -3.593
C25 -0.772 3.793 -3.382
C26 0.719 3.591 -3.384
C27 -1.665 2.739 -3.172
Se1 -1.000 0.926 -3.025
C28 -3.045 2.986 -3.191
C29 -4.064 1.902 -2.980
C30 -3.500 4.280 -3.412
H17 -2.347 7.422 -4.107
H18 -3.665 7.119 -2.973
H19 -3.872 6.742 -4.676
H20 -0.566 5.887 -3.756
H21 1.235 4.544 -3.502
H22 1.020 2.934 -4.201
H23 1.059 3.130 -2.455
H24 -3.963 1.102 -3.715
H25 -5.073 2.308 -3.047
H26 -3.934 1.458 -1.997
H27 -4.569 4.461 -3.436
S1 -0.752 2.612 -0.226
C31 -1.594 2.860 1.232
N5 -1.635 4.154 1.680
C32 -2.270 4.520 2.811
C33 -2.901 3.569 3.550
C34 -2.857 2.259 3.044
N6 -2.244 1.921 1.931
H28 -1.156 4.845 1.116
H29 -2.235 5.569 3.068
H30 -3.413 3.814 4.467
H31 -3.347 1.447 3.575

---

Which one sits at the bottom of the stability order? w does.

---

w | Computed, not measured: an isolated ion of composition C7H15N2S and charge +1, with the ωB97M-V functional and the def2-TZVPD basis.

Computed properties:
Kohn-Sham gap: 0.2833 Eh
total charge: +1

Geometry (Å):
C1 -0.858 -0.886 -0.484
C2 0.361 -0.302 -0.965
C3 -3.248 -0.339 -0.298
C4 1.250 0.755 -0.044
C5 -0.867 -2.163 0.376
C6 1.601 0.031 1.261
C7 2.489 1.091 -0.792
N1 -1.973 -0.263 -0.448
N2 0.354 1.835 0.238
S1 -4.175 0.881 0.453
H1 1.173 -1.182 -1.041
H2 0.222 0.271 -1.839
H3 -3.625 -1.318 -0.791
H4 0.130 -2.502 0.827
H5 -1.127 -2.999 -0.358
H6 -1.607 -2.022 1.093
H7 0.796 0.198 2.027
H8 2.423 0.590 1.589
H9 1.767 -1.042 0.989
H10 2.848 0.145 -1.103
H11 3.134 1.743 -0.197
H12 2.394 1.899 -1.554
H13 0.055 2.331 -0.552
H14 -0.454 1.625 0.794
H15 -3.063 1.625 0.819

---

x | Computed, not measured: an isolated ion of composition C7H15N2S and charge +1, with the ωB97M-V functional and the def2-TZVPD basis.

Computed properties:
SMILES: CC1=N[C@@H](S)[NH2+]C(C)(C)C1
Kohn-Sham gap: 0.3763 Eh
total charge: +1

Geometry (Å):
C1 -2.811 1.039 0.218
C2 -1.333 0.923 -0.041
N1 -0.762 1.428 -1.081
C3 0.570 1.250 -1.403
S1 1.750 2.694 -1.027
N2 1.318 -0.010 -0.631
C4 0.509 -0.839 0.321
C5 1.524 -1.335 1.396
C6 -0.038 -2.001 -0.565
C7 -0.559 0.093 0.964
H1 -3.120 1.828 -0.461
H2 -2.822 1.224 1.321
H3 -3.210 -0.001 -0.093
H4 0.664 1.270 -2.536
H5 0.704 3.580 -1.129
H6 1.673 -0.599 -1.421
H7 2.121 0.448 -0.177
H8 1.005 -2.075 2.143
H9 2.059 -0.592 1.903
H10 2.301 -1.970 0.824
H11 0.828 -2.251 -1.104
H12 -0.788 -1.473 -1.068
H13 -0.263 -2.768 0.242
H14 -0.079 0.680 1.832
H15 -1.240 -0.543 1.573

---

y | Computed, not measured: an isolated ion of composition C7H15N2S and charge +1, with the ωB97M-V functional and the def2-TZVPD basis.

Computed properties:
SMILES: CC(C)=C(C)S/[NH+]=C(/C)N
Kohn-Sham gap: 0.3518 Eh
total charge: +1

Geometry (Å):
C1 -2.118 1.629 -0.700
C2 -1.993 0.272 -0.086
C3 -3.189 -0.559 -0.424
C4 -1.233 -0.050 0.919
C5 -1.296 -1.369 1.590
S1 0.466 0.953 1.297
N1 1.318 0.299 -0.094
C6 2.633 0.031 -0.130
C7 3.388 -0.378 -1.338
N2 3.377 0.460 0.907
H1 -1.436 2.423 -0.293
H2 -3.034 2.096 -0.440
H3 -1.928 1.500 -1.775
H4 -2.683 -1.517 -0.610
H5 -3.621 -0.145 -1.314
H6 -3.864 -0.622 0.316
H7 -0.788 -1.226 2.504
H8 -2.272 -1.700 1.870
H9 -0.919 -2.193 0.973
H10 0.825 0.404 -0.956
H11 3.715 -1.357 -1.116
H12 4.390 0.110 -1.285
H13 2.937 -0.285 -2.341
H14 4.349 0.216 0.899
H15 2.977 1.009 1.627

---

Which one sits at the bottom of the stability order? w does.